Entry 1:
C2H11N2O | the ωB97M-V functional and the def2-TZVPD basis

The calculation puts the HOMO energy at -0.53340 Ha. The charge is +1. For the HOMO-LUMO gap, the calculation gives 11.363 eV. As for the multiplicity: 1.

Geometry (Å):
C (0.50, 2.08, -1.24)
N (0.09, 0.71, -1.63)
H (0.21, 2.79, -2.01)
H (-0.08, 2.32, -0.36)
H (1.54, 2.18, -0.97)
H (0.68, 0.37, -2.38)
H (-0.86, 0.72, -1.96)
H (0.35, -0.28, -0.26)
N (0.45, -0.76, 0.68)
C (-0.79, -1.44, 1.16)
O (-0.41, -2.21, 2.24)
H (0.75, -0.08, 1.38)
H (1.23, -1.43, 0.66)
H (-1.54, -0.69, 1.36)
H (-1.10, -2.09, 0.34)
H (-1.00, -2.17, 3.01)

=====

Entry 2:
C2H11N2O2 | the ωB97M-V functional and the def2-TZVPD basis

The calculation puts the HOMO energy at -0.54202 Ha. The charge is +1. For the HOMO-LUMO gap, the calculation gives 11.638 eV. As for the multiplicity: 1.

Geometry (Å):
C (-1.27, 0.93, -0.88)
N (0.95, -0.43, 1.67)
C (-0.13, -0.21, 0.93)
N (-0.11, 0.69, -0.02)
H (-2.17, 0.72, -0.30)
H (-1.29, 1.95, -1.23)
H (-1.30, 0.25, -1.74)
H (1.63, 0.31, 1.68)
H (0.83, -0.95, 2.50)
H (-1.06, -0.75, 1.11)
H (0.78, 0.95, -0.46)
H (-2.31, -2.89, -0.21)
H (-1.00, -3.52, 0.30)
O (-1.53, -2.75, 0.34)
H (2.14, 2.89, -1.63)
H (2.21, 1.54, -2.36)
O (2.02, 1.93, -1.52)

=====

Entry 3:
C2H11N2O2 | the ωB97M-V functional and the def2-TZVPD basis

The calculation puts the HOMO energy at -0.46207 Ha. The charge is +1. For the HOMO-LUMO gap, the calculation gives 9.611 eV. As for the multiplicity: 1.

Geometry (Å):
C (-0.19, -0.58, -0.54)
C (-0.90, -0.61, -1.70)
N (-0.59, 0.10, -2.79)
N (-0.47, -1.52, 0.56)
H (0.71, 0.01, -0.47)
H (-1.56, -1.47, -1.74)
H (-1.20, 0.29, -3.56)
H (0.06, 0.85, -2.65)
H (-0.14, -2.48, 0.45)
H (-1.46, -1.45, 0.79)
H (0.02, -1.09, 1.37)
H (1.17, 2.72, 0.82)
H (2.61, 2.12, 0.77)
O (1.68, 1.94, 0.61)
H (0.51, 0.97, 2.54)
H (0.47, -0.14, 3.55)
O (-0.03, 0.19, 2.79)

=====

Entry 4:
C2H11N2O2 | the ωB97M-V functional and the def2-TZVPD basis

The calculation puts the HOMO energy (alpha / beta) at -0.65632 / -0.65566 Ha. The expectation value of S² is 0.776. The charge is +2. For the HOMO-LUMO gap (alpha / beta), the calculation gives 8.001 / 3.616 eV. As for the multiplicity: 2.

Geometry (Å):
C (0.57, 1.09, 2.49)
N (-0.85, 0.05, -0.65)
C (-0.04, 0.61, 0.18)
N (-0.26, 0.46, 1.54)
H (0.34, 0.80, 3.52)
H (0.51, 2.19, 2.41)
H (1.63, 0.87, 2.26)
H (-1.40, -0.87, -0.48)
H (-0.56, 0.18, -1.64)
H (0.68, 1.36, -0.10)
H (-0.92, -0.28, 1.80)
H (3.04, 0.73, -2.14)
H (2.76, 0.32, -3.62)
O (2.34, 0.68, -2.81)
H (-2.40, -2.79, 0.53)
H (-1.39, -2.95, -0.59)
O (-1.96, -2.28, -0.16)

=====

Entry 5:
C2H11N2Si | the ωB97M-V functional and the def2-TZVPD basis

The calculation puts the HOMO energy (alpha / beta) at -0.39160 / -0.56060 Ha. The expectation value of S² is 2.006. The charge is +1. For the HOMO-LUMO gap (alpha / beta), the calculation gives 7.769 / 6.188 eV. As for the multiplicity: 3.

Geometry (Å):
C (-0.39, 1.38, -0.20)
C (-0.95, 0.60, 0.88)
N (2.36, -1.03, 0.06)
N (0.79, 1.19, -0.71)
Si (-2.15, -0.74, 0.00)
H (-1.54, 1.14, 1.50)
H (-1.01, 2.39, -0.55)
H (-0.16, 0.08, 1.44)
H (1.70, -1.71, 0.43)
H (3.21, -1.01, 0.72)
H (1.15, 1.72, -1.51)
H (1.42, 0.30, -0.45)
H (2.68, -1.45, -0.81)
H (-2.89, 0.28, -0.70)
H (-1.30, -1.40, -0.85)
H (-2.94, -1.75, 0.74)

=====

Entry 6:
C2H11N3O2 | the ωB97M-V functional and the def2-TZVPD basis

The calculation puts the HOMO energy at -0.32742 Ha. For the HOMO-LUMO gap, the calculation gives 9.509 eV. The structure (SMILES) is [H]/N=C(\N)NC.O.O. As for the multiplicity: 1.

Geometry (Å):
C (1.79, 0.45, -0.19)
N (0.51, 1.12, -0.04)
C (-0.64, 0.40, 0.01)
N (-1.58, 1.06, 0.81)
N (-0.78, -0.80, -0.54)
H (1.61, 0.00, -1.22)
H (2.63, 1.20, -0.36)
H (1.89, -0.28, 0.62)
H (0.51, 2.16, 0.14)
H (-1.51, 1.91, 1.37)
H (-2.48, 0.65, 0.65)
H (-1.46, -1.51, -0.16)
H (-0.91, -1.50, 3.58)
H (-0.62, -0.78, 2.43)
O (-1.25, -0.72, 3.14)
H (0.33, -0.90, -2.76)
H (1.38, -1.05, -3.89)
O (0.57, -1.41, -3.60)

=====

The records above give, respectively, calculated total energy values of -267.3003, -342.5741, -342.5376, -342.0323, -481.3374, -397.5097 a.u..
The records above give, respectively, relative energy (zero: lowest compared OMol25 entry of this formula, charge and spin) values of 0.664, 0.391, 1.384, 1.890, 0.000, 1.584 eV.